Here is 14 unconnected molecules or ions with the total composition C32H94ClNO14Si from OMol25. Energies are from ωB97M-V/def2-TZVPD.

```
143
C32H94ClNO14Si | OMol25 | ωB97M-V/def2-TZVPD
C -4.30 2.11 0.04
C -4.11 0.77 0.74
C -3.23 0.87 1.99
C -2.61 -0.46 2.46
N -1.14 -0.42 2.46
Si -0.22 -0.56 1.02
Cl -1.25 -1.54 -0.47
C 1.37 -1.48 1.39
O 2.11 -1.68 0.20
C 3.34 -1.00 0.16
H -3.35 2.53 -0.28
H -4.79 2.82 0.72
H -4.94 2.02 -0.84
H -5.09 0.38 1.03
H -3.67 0.06 0.04
H -3.85 1.29 2.79
H -2.42 1.58 1.81
H -2.98 -1.27 1.82
H -2.93 -0.69 3.48
H -0.75 -1.02 3.18
H 0.09 0.77 0.47
H 1.94 -0.88 2.12
H 1.18 -2.44 1.87
H 3.79 -1.24 -0.80
H 4.00 -1.34 0.96
H 3.22 0.09 0.24
C 1.18 5.02 0.44
C 0.51 3.70 0.76
O 1.31 2.87 1.61
H 2.15 4.85 -0.04
H 0.56 5.60 -0.24
H 1.35 5.61 1.34
H 0.35 3.12 -0.14
H -0.47 3.87 1.21
H 1.47 3.34 2.43
C 5.84 -4.01 0.02
C 5.22 -3.96 -1.36
O 3.83 -4.28 -1.36
H 5.70 -5.00 0.47
H 6.91 -3.79 -0.02
H 5.38 -3.28 0.68
H 5.67 -4.71 -2.01
H 5.38 -2.98 -1.81
H 3.36 -3.64 -0.81
C 10.55 -6.09 -0.71
C 9.48 -5.34 0.06
O 9.52 -3.94 -0.20
H 11.54 -5.70 -0.47
H 10.52 -7.16 -0.48
H 10.40 -5.99 -1.79
H 9.64 -5.44 1.13
H 8.49 -5.74 -0.17
H 9.37 -3.80 -1.14
C 0.27 2.16 5.58
C 1.45 1.24 5.33
O 1.25 0.45 4.16
H -0.65 1.58 5.67
H 0.40 2.75 6.49
H 0.14 2.86 4.76
H 1.57 0.53 6.15
H 2.38 1.81 5.25
H 1.14 1.07 3.42
C -0.30 -4.12 -3.67
C -1.57 -4.64 -4.30
O -2.39 -5.35 -3.37
H 0.28 -4.94 -3.24
H 0.32 -3.60 -4.41
H -0.52 -3.41 -2.87
H -1.36 -5.35 -5.10
H -2.14 -3.81 -4.75
H -2.62 -4.75 -2.66
C -3.05 5.25 -3.64
C -2.73 4.02 -2.82
O -1.93 4.33 -1.68
H -2.15 5.75 -3.98
H -3.65 4.99 -4.51
H -3.64 5.95 -3.04
H -2.14 3.31 -3.40
H -3.65 3.52 -2.51
H -2.44 4.93 -1.13
C -7.21 6.06 -3.95
C -6.91 4.87 -3.07
O -6.19 5.23 -1.89
H -6.28 6.57 -4.23
H -7.70 5.75 -4.87
H -7.86 6.78 -3.44
H -6.25 4.17 -3.58
H -7.83 4.34 -2.81
H -6.73 5.83 -1.37
C 9.73 -9.75 1.66
C 9.41 -8.87 2.85
O 8.66 -7.71 2.49
H 10.28 -9.19 0.90
H 10.33 -10.61 1.96
H 8.81 -10.13 1.20
H 10.33 -8.48 3.29
H 8.89 -9.44 3.62
H 7.83 -8.00 2.11
C 0.86 -2.91 7.22
C 2.24 -2.30 7.12
O 2.69 -2.16 5.78
H 0.83 -3.88 6.73
H 0.56 -3.03 8.26
H 0.12 -2.26 6.74
H 2.98 -2.94 7.60
H 2.26 -1.33 7.64
H 2.06 -1.58 5.32
C -6.76 4.80 4.38
C -6.27 3.94 3.23
O -5.62 2.75 3.67
H -5.93 5.07 5.04
H -7.22 5.72 4.01
H -7.51 4.27 4.98
H -5.53 4.47 2.64
H -7.11 3.70 2.57
H -6.25 2.23 4.18
C 0.48 -7.29 -8.69
C -0.16 -6.53 -7.54
O -0.98 -5.46 -7.98
H 1.06 -6.62 -9.31
H 1.13 -8.08 -8.31
H -0.29 -7.76 -9.31
H 0.61 -6.06 -6.93
H -0.73 -7.21 -6.90
H -1.69 -5.82 -8.51
C -2.70 6.36 4.47
C -2.36 4.90 4.69
O -1.60 4.68 5.87
H -1.79 6.97 4.44
H -3.25 6.50 3.54
H -3.33 6.74 5.29
H -1.73 4.53 3.88
H -3.26 4.29 4.69
H -2.12 4.96 6.63
C -3.82 7.04 -7.71
C -5.01 6.14 -7.97
O -6.09 6.39 -7.07
H -3.47 6.92 -6.68
H -3.00 6.80 -8.39
H -4.08 8.09 -7.86
H -4.75 5.10 -7.81
H -5.35 6.25 -9.01
H -6.37 7.30 -7.18
```

Properties
Kohn-Sham gap	9.2	eV
total charge	0
HOMO	-0.3263	Eh
F_max	0.580	eV Å⁻¹

Atomic partial charges in e from the Mulliken method, atoms 1 to 5:
1 C -0.805
2 C -0.270
3 C 0.407
4 C -1.051
5 N 0.066